DFT (ωB97M-V/def2-TZVPD) results for a molecular structure, C5H10NO2.

```
18
Properties=species:S:1:pos:R:3:forces:R:3:lowdin_charge:R:1
O -2.256 1.428 0.144 -1.09 0.05 0.73 0.09
C -2.119 0.247 -0.070 2.31 3.37 -6.02 -0.65
O -2.819 -0.748 0.445 0.79 0.07 3.02 0.10
C -0.930 -0.190 -0.925 -0.82 -1.64 0.74 -0.15
C 0.275 -0.127 0.034 0.64 0.78 -1.14 -0.21
C 1.641 -0.405 -0.751 -2.03 -1.46 0.06 -0.45
C 3.127 0.461 0.745 -0.25 -0.02 1.79 -0.36
N 2.714 -0.737 0.088 0.52 0.87 -1.33 -0.22
H -1.083 -1.260 -1.146 0.10 0.27 -0.12 0.11
H -0.857 0.301 -1.894 0.22 0.63 0.34 0.11
H 0.326 0.874 0.480 -0.09 -0.27 0.25 0.10
H 0.165 -0.924 0.776 0.13 0.19 0.15 0.11
H 1.276 -1.232 -1.405 0.70 -0.46 0.32 0.07
H 1.650 0.378 -1.558 0.71 0.67 0.55 0.08
H 3.007 1.434 0.238 -0.17 0.05 -0.62 0.04
H 4.176 0.496 1.101 -0.09 -0.45 -0.18 0.03
H 2.528 0.613 1.705 0.37 0.24 -0.30 0.04
H -2.082 -0.431 1.119 -1.94 -2.89 1.74 0.17
```
Positions in Å, forces in eV/Å.

Values from the calculation:
Total charge: -1
Highest occupied orbital energy (eV): -1.48
Kohn-Sham gap (eV): 4.86
Energy above the lowest of the compared OMol25 structures with the same formula, charge and spin (kJ/mol): 488.4

---

DFT (ωB97M-V/def2-TZVPD) results for a molecular structure, C17H22I2IrN2O3S2V.

```
50
Properties=species:S:1:pos:R:3:forces:R:3:mulliken_spin:R:1
I -1.942 0.152 -2.133 0.18 -0.04 0.00 1.26
I 1.584 -4.145 -1.492 0.43 -1.73 -0.88 0.99
V 1.169 -2.121 -0.087 -1.59 0.12 -3.08 2.04
Ir -0.318 0.048 0.365 -2.09 3.02 -0.99 0.53
S -1.108 -1.969 -0.290 -1.44 -1.57 -0.11 0.36
S 1.015 -0.432 -1.567 0.58 1.20 -0.85 0.44
C 0.219 0.134 2.123 1.20 0.10 5.62 0.10
C -2.440 -2.893 0.794 -0.85 -0.49 0.43 0.01
C 2.598 0.473 -2.489 0.76 0.76 -0.93 0.05
C -2.085 -4.366 0.646 0.47 0.08 -0.40 0.02
C -2.340 -2.406 2.220 0.43 0.35 0.03 0.05
C -3.778 -2.534 0.155 0.21 0.24 -0.45 0.02
C 3.174 -0.609 -3.390 -0.69 -0.55 0.28 0.01
C 3.548 0.952 -1.422 -0.26 -0.22 0.68 0.01
C 1.916 1.606 -3.242 -0.62 -0.19 0.23 0.02
C 0.970 -2.690 1.712 -0.38 -2.81 9.34 -0.10
C 2.732 -1.403 0.694 8.15 2.81 4.03 -0.15
O 0.484 0.248 3.250 -0.80 -0.41 -4.22 0.04
O 0.942 -2.992 2.843 0.23 1.46 -5.80 0.12
O 3.661 -1.007 1.289 -4.77 -1.88 -2.87 0.17
H -1.100 -4.578 1.081 -0.22 -0.11 0.07 0.00
H -2.068 -4.670 -0.408 -0.16 -0.08 0.18 0.00
H -2.835 -4.975 1.171 0.14 0.21 -0.11 0.01
H -1.392 -2.709 2.676 -0.43 0.01 0.12 -0.01
H -3.168 -2.845 2.797 0.24 0.13 -0.15 0.00
H -2.419 -1.313 2.262 -0.20 -0.14 0.18 -0.01
H -3.967 -1.457 0.225 -0.11 -0.14 0.10 0.00
H -4.588 -3.061 0.680 0.27 0.10 -0.09 0.00
H -3.805 -2.825 -0.902 -0.12 -0.06 0.20 0.00
H 4.012 -0.199 -3.973 -0.19 0.08 0.21 0.01
H 2.419 -0.983 -4.093 0.24 0.15 0.00 0.00
H 3.545 -1.462 -2.805 0.13 0.24 -0.15 0.01
H 4.296 1.616 -1.884 -0.21 -0.22 0.04 0.01
H 4.072 0.123 -0.937 0.10 0.26 -0.25 -0.01
H 3.017 1.524 -0.649 0.24 0.08 -0.18 -0.01
H 2.662 2.196 -3.794 -0.08 -0.25 0.15 0.00
H 1.395 2.273 -2.543 0.21 0.04 -0.18 0.00
H 1.181 1.216 -3.959 0.26 0.14 0.01 -0.01
N -1.378 7.238 2.426 0.35 -2.48 -1.00 0.00
C -1.232 6.158 1.995 -0.31 1.82 0.67 0.00
C -1.057 4.813 1.487 -0.06 0.58 0.37 0.00
C -2.133 3.935 1.398 -0.48 -0.80 -0.16 0.01
C -1.913 2.620 0.983 -0.45 0.67 0.49 0.00
N -0.676 2.182 0.710 0.87 -1.27 -0.76 -0.01
C 0.370 3.021 0.737 0.32 1.08 0.37 -0.01
C 0.204 4.354 1.122 0.83 -0.73 -0.31 0.00
H -3.138 4.249 1.677 0.19 -0.06 -0.15 0.00
H -2.729 1.905 0.894 0.11 0.20 0.13 0.00
H 1.350 2.605 0.475 -0.45 0.35 0.19 0.01
H 1.075 5.004 1.172 -0.18 -0.08 -0.05 0.00
```
Positions in Å, forces in eV/Å.

Values from the calculation:
Total charge: +4
⟨S²⟩: 12.046
Highest occupied orbital energy (alpha / beta) (eV): -20.83 / -20.82
Spin multiplicity: 7
Kohn-Sham gap (alpha / beta) (eV): 5.08 / 3.52

---

DFT (ωB97M-V/def2-TZVPD) results for 2 unconnected molecules or ions with the total composition C10H13N2OS2.

```
28
Properties=species:S:1:pos:R:3:forces:R:3:lowdin_charge:R:1
C -1.295 -3.639 0.833 0.99 0.89 0.86 0.01
C -1.299 -3.066 -0.441 -1.38 -0.68 0.01 0.00
C -0.959 -2.896 1.969 -0.72 -0.51 -0.61 0.02
C -1.160 -1.717 -0.544 0.73 -2.08 3.01 0.01
C -0.687 -1.575 1.785 0.39 -1.24 1.03 -0.06
C -0.668 0.331 0.466 -2.56 3.34 2.13 -0.18
C 0.064 1.013 -0.397 0.50 -0.57 -1.52 -0.90
C -2.095 1.083 1.797 3.07 -2.36 -1.23 -0.29
C 2.383 -0.399 -0.337 -1.36 2.14 0.05 -0.29
C 0.849 3.429 -1.946 1.44 -2.15 -2.35 -0.41
N -0.788 -1.029 0.600 -0.17 0.28 -2.80 -0.05
N -2.233 2.371 1.566 -1.01 1.32 0.24 0.17
O -2.301 0.216 2.598 -0.62 2.08 -0.67 0.11
S 1.124 0.250 -1.601 0.77 -0.58 0.60 0.82
S 0.069 2.728 -0.458 -0.55 2.30 0.84 0.86
H -1.462 -4.665 0.885 -0.46 -1.59 0.34 0.10
H -1.675 -3.705 -1.270 0.69 0.80 0.45 0.15
H -0.960 -3.122 3.032 -0.01 -1.13 -0.48 0.14
H -1.285 -1.241 -1.435 -0.20 1.78 -1.91 0.10
H -0.309 -1.107 2.666 0.10 1.32 -0.23 0.15
H 1.700 -1.075 0.283 1.99 0.51 -0.75 0.03
H 2.695 0.592 0.265 -0.33 -2.65 -1.31 0.10
H 3.146 -0.796 -1.056 -0.42 -0.08 1.50 0.04
H 1.938 2.968 -2.050 -2.32 1.19 0.14 0.06
H 0.907 4.535 -1.885 -0.22 -0.84 0.48 0.05
H 0.254 3.143 -2.912 1.10 0.56 1.83 0.07
H -2.226 2.820 0.668 0.94 -1.03 -0.95 0.07
H -2.648 3.110 2.122 -0.37 -1.00 1.33 0.14
```
Positions in Å, forces in eV/Å.

Values from the calculation:
Total charge: +1
Highest occupied orbital energy (eV): -11.72
Kohn-Sham gap (eV): 7.69
Energy above the lowest of the compared OMol25 structures with the same formula, charge and spin (kJ/mol): 228.6

---

DFT (ωB97M-V/def2-TZVPD) results for 2 unconnected molecules or ions with the total composition C5H16N2O.

```
24
Properties=species:S:1:pos:R:3:forces:R:3:lowdin_charge:R:1
C 1.339 2.654 -1.080 -0.87 -1.05 -1.63 -0.07
C 0.265 1.622 -0.609 0.61 -0.99 -0.62 -0.38
C -0.464 0.692 -1.637 -1.78 -0.42 -1.01 -0.11
C 0.944 0.637 0.369 -0.96 -0.27 -0.22 -0.24
N -0.145 -0.065 1.115 1.72 0.56 -0.32 -0.06
C 0.381 -0.810 2.285 1.19 -0.97 -1.87 -0.36
N -0.649 -1.076 3.222 -0.76 -0.29 0.48 -0.01
H 2.291 2.333 -0.676 0.34 0.37 0.00 0.06
H 1.393 2.582 -2.188 0.24 0.28 0.59 0.08
H 1.103 3.694 -0.834 0.07 -0.32 0.20 0.07
H -0.549 2.176 -0.149 0.12 -0.15 0.52 0.12
H -0.614 0.989 -2.672 0.06 1.36 -0.04 0.06
H -1.523 0.496 -1.306 0.94 0.33 -0.04 0.08
H -0.147 -0.322 -1.946 0.97 0.14 1.27 0.08
H 1.575 -0.097 -0.229 -0.48 0.84 0.54 0.14
H 1.618 1.186 1.026 -0.19 -0.12 0.40 0.10
H -0.575 -0.635 0.375 0.06 -0.26 1.00 0.09
H 1.260 -0.308 2.677 -0.35 0.79 0.44 0.10
H 0.905 -1.761 1.973 -0.91 0.29 0.00 0.12
H -0.769 -0.339 3.911 0.08 0.02 -0.30 0.07
H -1.489 -1.081 2.645 -0.12 -0.14 0.61 0.07
O -1.984 -3.843 -2.010 0.50 0.49 0.20 -0.06
H -1.323 -4.547 -1.993 -0.59 -0.02 -0.13 0.04
H -2.842 -4.179 -2.269 0.10 -0.45 -0.06 0.03
```
Positions in Å, forces in eV/Å.

Values from the calculation:
SMILES string: CC(C)CNCN.O
Highest occupied orbital energy (eV): -8.83
Kohn-Sham gap (eV): 9.62
Energy above the lowest of the compared OMol25 structures with the same formula, charge and spin (kJ/mol): 159.0

---

DFT (ωB97M-V/def2-TZVPD) results for a molecular structure, C30H34GeN6NiS5.

```
77
Properties=species:S:1:pos:R:3:forces:R:3:lowdin_charge:R:1
Ni -0.150 -0.059 -0.754 -0.81 -0.02 -0.56 0.41
C -1.787 2.850 1.931 -0.47 0.09 -0.04 -0.06
C -0.872 2.179 1.134 -0.05 0.13 -0.33 -0.10
N -1.277 1.280 0.243 1.10 -0.41 0.34 0.07
C -2.590 1.067 0.114 -0.29 -0.06 -0.13 -0.16
C -3.487 1.697 0.948 -0.17 0.52 0.49 -0.01
N -3.089 2.589 1.863 0.09 -0.24 -0.24 0.15
C -2.932 0.154 -0.979 -0.01 0.05 0.29 -0.16
C -4.150 0.034 -1.589 -0.48 -0.11 -0.12 0.09
C -4.291 -0.807 -2.703 -0.02 0.03 0.00 -0.07
C -3.140 -1.474 -3.142 -0.37 -0.16 -0.18 0.09
C -1.958 -1.306 -2.473 0.15 -0.20 -0.03 -0.16
N -1.870 -0.520 -1.406 0.70 0.48 -0.05 0.08
C -0.653 -1.850 -2.852 -0.18 -0.02 -0.09 -0.16
C -0.435 -2.869 -3.748 0.45 -0.36 -0.38 -0.01
N 0.800 -3.264 -4.079 -0.13 0.21 0.20 0.14
C 1.815 -2.616 -3.518 -0.25 -0.19 -0.24 -0.04
C 1.611 -1.603 -2.588 -0.11 0.15 -0.17 -0.05
N 0.378 -1.241 -2.250 0.59 0.08 0.94 0.07
C -5.589 -0.959 -3.398 0.26 0.04 0.16 -0.17
C -6.728 -0.311 -2.942 -0.26 0.19 0.17 0.00
C -7.930 -0.500 -3.607 -0.10 -0.28 -0.40 -0.10
N -8.061 -1.284 -4.685 0.58 0.06 0.27 0.10
C -6.954 -1.900 -5.125 -0.46 0.23 0.15 -0.10
C -5.713 -1.766 -4.519 0.01 -0.24 -0.30 0.00
H -1.458 3.603 2.638 -0.03 -0.06 -0.01 0.13
H 0.184 2.382 1.202 -0.08 0.04 -0.06 0.04
H -4.550 1.479 0.896 0.14 0.08 0.02 0.14
H -4.985 0.610 -1.216 0.06 -0.03 -0.05 0.12
H -3.160 -2.104 -4.020 -0.03 0.03 0.06 0.12
H -1.262 -3.397 -4.209 0.07 0.02 0.00 0.14
H 2.821 -2.908 -3.804 -0.09 0.01 0.02 0.14
H 2.433 -1.067 -2.142 -0.06 -0.01 -0.06 0.03
H -6.720 0.342 -2.076 -0.04 -0.11 -0.13 0.11
H -8.831 -0.003 -3.258 0.08 -0.07 -0.07 0.12
H -7.068 -2.534 -6.000 -0.02 0.08 0.08 0.12
H -4.874 -2.301 -4.949 -0.15 0.06 0.05 0.11
C 0.663 3.023 4.937 -0.06 -0.07 0.10 -0.10
C -0.240 1.819 5.208 0.08 0.05 -0.08 -0.25
C 0.374 0.472 4.834 -0.02 0.04 -0.16 -0.25
C 0.502 0.211 3.316 -0.27 0.07 0.23 -0.31
Ge 1.994 1.057 2.432 0.05 0.10 -0.25 0.82
C 3.746 0.568 3.026 0.13 -0.12 0.32 -0.33
C 4.244 1.518 4.136 0.05 -0.06 -0.12 -0.28
C 5.757 1.404 4.327 0.04 -0.07 0.05 -0.26
C 6.232 -0.027 4.571 -0.02 -0.04 0.06 -0.10
H 0.225 3.941 5.332 0.02 -0.04 -0.01 0.09
H 0.831 3.187 3.870 0.01 0.03 0.01 0.02
H 1.639 2.895 5.419 -0.08 0.02 -0.06 0.08
H -1.194 1.938 4.676 0.05 -0.02 0.12 0.10
H -0.479 1.793 6.273 -0.04 0.02 -0.05 0.12
H -0.256 -0.321 5.240 0.04 -0.03 0.03 0.12
H 1.352 0.370 5.317 -0.05 -0.04 -0.01 0.11
H -0.425 0.470 2.795 0.04 -0.13 0.20 0.05
H 0.679 -0.850 3.144 -0.02 -0.13 -0.01 0.05
H 1.890 2.538 2.049 0.10 -0.01 0.08 0.00
H 4.417 0.592 2.172 0.16 0.02 -0.13 0.05
H 3.704 -0.465 3.383 0.07 0.05 -0.05 0.08
H 3.739 1.280 5.078 0.00 0.00 -0.06 0.11
H 3.997 2.557 3.896 -0.02 -0.03 0.01 0.10
H 6.040 2.030 5.176 0.02 0.02 -0.05 0.11
H 6.261 1.823 3.447 -0.03 -0.04 0.08 0.11
H 5.675 -0.494 5.395 0.10 0.08 -0.13 0.09
H 7.289 -0.039 4.840 -0.07 -0.02 -0.02 0.08
H 6.114 -0.658 3.683 0.00 0.06 0.11 0.06
C 5.562 0.988 -0.516 0.06 -0.05 0.00 -0.35
S 4.766 -0.269 -1.549 -0.01 0.01 -0.03 0.86
C 4.028 -1.340 -0.353 0.12 0.17 0.15 -1.01
C 2.837 -1.186 0.256 -0.17 0.05 0.19 -1.04
S 1.880 0.295 0.154 0.07 0.29 -0.05 0.71
S 2.311 -2.471 1.318 -0.15 0.23 -0.08 0.91
C 3.743 -3.467 1.170 0.00 0.21 -0.18 -1.48
S 3.953 -4.830 1.978 0.07 -0.45 0.25 0.69
S 4.885 -2.797 0.028 0.20 -0.12 -0.07 0.96
H 6.100 1.636 -1.211 -0.05 -0.08 0.06 0.05
H 6.275 0.523 0.164 -0.05 0.04 -0.03 0.05
H 4.821 1.574 0.021 -0.02 0.03 0.02 0.02
```
Positions in Å, forces in eV/Å.

Values from the calculation:
Total charge: +2
Highest occupied orbital energy (alpha / beta) (eV): -13.16 / -13.16
Kohn-Sham gap (alpha / beta) (eV): 5.71 / 5.73

---

DFT (ωB97M-V/def2-TZVPD) results for C3H9NOSi in the gas phase.

```
15
Properties=species:S:1:pos:R:3:forces:R:3:mulliken_spin:R:1
C 1.391 1.872 -0.032 -0.87 1.88 -2.24 0.03
C 1.909 -1.352 0.033 0.23 0.79 -1.54 0.04
C -2.971 -0.518 0.042 1.92 -1.44 -0.48 -0.04
N -1.860 0.414 -0.231 0.47 -0.22 1.17 0.86
O -0.670 -0.257 0.091 -3.55 -0.76 -1.03 0.06
Si 0.843 0.129 0.392 2.61 1.19 2.14 0.92
H 2.340 2.224 0.377 -0.21 -0.39 0.65 -0.01
H 1.589 2.164 -1.159 -0.83 -0.81 1.73 0.05
H 0.535 2.573 0.334 1.55 -1.13 -0.60 -0.01
H 1.485 -2.267 0.378 -0.59 -0.66 -0.09 -0.01
H 2.203 -1.373 -1.032 -0.49 -0.42 0.09 0.03
H 2.858 -1.291 0.504 0.84 0.44 0.84 -0.01
H -3.502 -0.619 1.003 0.73 0.93 0.31 0.05
H -3.714 -0.134 -0.664 -0.05 -1.02 -0.26 0.03
H -2.434 -1.566 -0.036 -1.75 1.62 -0.69 0.01
```
Positions in Å, forces in eV/Å.

Values from the calculation:
⟨S²⟩: 2.005
Highest occupied orbital energy (alpha / beta) (eV): -6.07 / -10.14
Spin multiplicity: 3
Kohn-Sham gap (alpha / beta) (eV): 7.06 / 9.82
Energy above the lowest of the compared OMol25 structures with the same formula, charge and spin (kJ/mol): 0.0

---

Copy entry 3 word for word.
DFT (ωB97M-V/def2-TZVPD) results for 2 unconnected molecules or ions with the total composition C10H13N2OS2.

```
28
Properties=species:S:1:pos:R:3:forces:R:3:lowdin_charge:R:1
C -1.295 -3.639 0.833 0.99 0.89 0.86 0.01
C -1.299 -3.066 -0.441 -1.38 -0.68 0.01 0.00
C -0.959 -2.896 1.969 -0.72 -0.51 -0.61 0.02
C -1.160 -1.717 -0.544 0.73 -2.08 3.01 0.01
C -0.687 -1.575 1.785 0.39 -1.24 1.03 -0.06
C -0.668 0.331 0.466 -2.56 3.34 2.13 -0.18
C 0.064 1.013 -0.397 0.50 -0.57 -1.52 -0.90
C -2.095 1.083 1.797 3.07 -2.36 -1.23 -0.29
C 2.383 -0.399 -0.337 -1.36 2.14 0.05 -0.29
C 0.849 3.429 -1.946 1.44 -2.15 -2.35 -0.41
N -0.788 -1.029 0.600 -0.17 0.28 -2.80 -0.05
N -2.233 2.371 1.566 -1.01 1.32 0.24 0.17
O -2.301 0.216 2.598 -0.62 2.08 -0.67 0.11
S 1.124 0.250 -1.601 0.77 -0.58 0.60 0.82
S 0.069 2.728 -0.458 -0.55 2.30 0.84 0.86
H -1.462 -4.665 0.885 -0.46 -1.59 0.34 0.10
H -1.675 -3.705 -1.270 0.69 0.80 0.45 0.15
H -0.960 -3.122 3.032 -0.01 -1.13 -0.48 0.14
H -1.285 -1.241 -1.435 -0.20 1.78 -1.91 0.10
H -0.309 -1.107 2.666 0.10 1.32 -0.23 0.15
H 1.700 -1.075 0.283 1.99 0.51 -0.75 0.03
H 2.695 0.592 0.265 -0.33 -2.65 -1.31 0.10
H 3.146 -0.796 -1.056 -0.42 -0.08 1.50 0.04
H 1.938 2.968 -2.050 -2.32 1.19 0.14 0.06
H 0.907 4.535 -1.885 -0.22 -0.84 0.48 0.05
H 0.254 3.143 -2.912 1.10 0.56 1.83 0.07
H -2.226 2.820 0.668 0.94 -1.03 -0.95 0.07
H -2.648 3.110 2.122 -0.37 -1.00 1.33 0.14
```
Positions in Å, forces in eV/Å.

Values from the calculation:
Total charge: +1
Highest occupied orbital energy (eV): -11.72
Kohn-Sham gap (eV): 7.69
Energy above the lowest of the compared OMol25 structures with the same formula, charge and spin (kJ/mol): 228.6